C10H11NO4S2 | ωB97M-V with the def2-TZVPD basis set

**Frontier orbital gap**: 8.950 eV
**Energy above the lowest of the compared OMol25 structures with the same formula, charge and spin**: 0.0 kcal/mol
**HOMO**: -9.120 eV
**Electronic energy**: -41900.24815 eV

```
! wB97M-V def2-TZVPD RIJCOSX def2/J DEFGRID3
* xyz 0 1
H 2.5825 -1.4701 1.6618
C 4.6107 0.7464 0.2488
H -1.1665 0.6051 -1.2951
S 3.3830 0.9264 -0.9255
H 4.9313 -0.4097 2.0409
O -1.7741 3.9954 0.3634
C -1.3334 2.7516 0.1611
O -0.1750 2.4446 0.2265
C 4.2886 -0.1624 1.2155
H -1.3891 -3.9379 -0.5519
H 5.5180 1.3124 0.1601
C -2.0652 -3.1200 -0.3150
C 1.1014 -0.5601 -0.6401
H -2.3724 -3.1951 0.7255
H -2.9502 -3.1986 -0.9432
H -1.0354 4.5898 0.5688
C -2.2251 -0.6123 -0.0341
C 2.4011 -0.2496 -0.1102
S 0.1912 -1.7085 0.3765
H -1.1250 -1.6323 -1.6034
O -3.0376 -0.7184 0.8576
C 3.0245 -0.7344 1.0146
H -3.1372 2.2882 -0.8874
O 0.6233 -0.1192 -1.6623
H -3.0411 1.5922 0.7425
N -1.9654 0.5537 -0.6716
C -1.3950 -1.7820 -0.5548
C -2.4681 1.8046 -0.1690
*
```

=====

C7H25N3O10 | ωB97M-V with the def2-TZVPD basis set

**Frontier orbital gap**: 10.209 eV
**Energy above the lowest of the compared OMol25 structures with the same formula, charge and spin**: 5.7 kcal/mol
**HOMO**: -10.203 eV
**Electronic energy**: -32599.21795 eV

```
! wB97M-V def2-TZVPD RIJCOSX def2/J DEFGRID3
* xyz 0 1
N 0.7408 -0.5203 3.2866
H 1.8741 2.6549 -0.4027
H -0.2987 -3.2119 0.1312
H -0.7593 0.7957 -2.1726
H -1.3003 -0.4631 2.6922
O 2.1544 2.0065 1.5240
H -0.7650 0.8943 3.7706
C -3.2036 -1.2845 -3.3540
C 2.5009 1.9230 0.1323
C -3.8801 1.8264 0.0022
H 0.6064 -0.0923 -4.5495
H 4.9548 -0.7191 3.8453
H -0.1477 0.7629 2.0359
H 3.5355 2.1491 -0.1149
H -3.8400 -1.7521 -4.1545
C 0.6675 0.4480 -3.5874
C -0.5144 0.2559 2.9447
H 0.9518 1.4868 -3.8552
O -1.9867 -2.0381 -3.0784
H 2.9013 1.7789 2.0402
H 1.4732 0.0159 -2.9502
H 3.5017 -1.3770 2.1174
H -1.2329 -1.4302 -3.1008
N -1.7900 -1.7414 0.0289
O 1.2822 -0.2682 4.3636
H -4.2947 2.4336 -0.7945
C 5.2217 -0.8229 2.7979
H 0.2547 -1.5869 -0.3612
O -1.6600 2.4717 -0.3786
O -1.9390 -0.5171 -0.0867
N -2.5458 2.4838 0.4460
H -0.6210 -2.6006 -1.4021
H 6.1258 -1.3935 2.8534
O 4.3776 -1.7105 2.0458
O -0.6408 0.3477 -2.9820
H -4.4687 1.7343 0.8636
H 2.3477 0.8716 -0.2469
H -3.9101 -1.2784 -2.4920
O -2.6567 -2.4849 0.4075
C -0.5337 -2.2984 -0.3851
H -2.9483 -0.3063 -3.6958
O -2.4077 2.8921 1.5782
O 1.1259 -1.3454 2.4603
H -3.5990 0.9122 -0.4494
H 5.3461 0.0979 2.2267
*
```

=====

C5H11F | ωB97M-V with the def2-TZVPD basis set

**Frontier orbital gap**: 11.967 eV
**Energy above the lowest of the compared OMol25 structures with the same formula, charge and spin**: 23.4 kcal/mol
**HOMO**: -11.098 eV
**Electronic energy**: -8079.99602 eV

```
! wB97M-V def2-TZVPD RIJCOSX def2/J DEFGRID3
* xyz 0 1
C 0.5127 -0.8878 1.2445
C 1.6027 0.9637 -0.0810
C 0.3541 -0.9589 -1.1920
H 0.5199 -0.2993 -2.0884
H 1.3735 1.7444 0.6679
C -0.8906 0.9109 0.0385
C 0.3615 0.0091 -0.0140
H 0.9338 -0.3401 2.1442
F -1.9756 -0.0055 0.0486
H -0.9698 1.4800 -0.8715
H 1.6629 1.3725 -1.0607
H 2.5196 0.4507 0.0844
H -0.5043 -1.3250 1.4692
H -0.8205 1.7326 0.7943
H 1.1941 -1.8124 0.8611
H -0.7450 -1.3701 -1.2640
H 0.9736 -1.8056 -1.1511
*
```

=====

C21H27ClN2O5 | ωB97M-V with the def2-TZVPD basis set

**Frontier orbital gap**: 9.786 eV
**Energy above the lowest of the compared OMol25 structures with the same formula, charge and spin**: 65.0 kcal/mol
**HOMO**: -9.246 eV
**Electronic energy**: -47953.03314 eV

```
! wB97M-V def2-TZVPD RIJCOSX def2/J DEFGRID3
* xyz 0 1
C 3.6918 0.3385 -3.8453
H -7.2689 1.6109 4.2378
C 4.4093 0.0700 -2.8935
H 0.8051 0.0986 -4.4418
C 2.3439 0.2470 -7.3197
C -5.3336 0.3068 1.3168
H 0.9419 -1.7827 1.8533
C -5.8411 0.0718 2.6025
H 6.3091 0.2020 0.5718
C -6.2710 0.5603 0.1459
H 5.1151 -1.6876 1.7236
H 1.0830 0.6980 2.0507
H 1.0976 0.5899 3.7708
H -6.6388 1.5860 0.1639
H 4.0773 -0.5644 -6.3292
O 1.2049 0.0020 -6.4881
C -3.5825 -0.2280 3.4263
H 1.7796 -1.2667 -4.9665
H 0.8146 -1.9498 3.5853
H 4.2207 1.1614 -6.6395
O 3.3341 -0.6290 1.8511
H -8.7841 1.2496 3.4181
H 3.7233 -0.5153 -0.7557
H 3.1020 -2.4496 2.8091
C -7.7058 1.3273 3.2789
C -3.0566 0.0280 2.1484
H -7.1322 -0.1068 0.2027
C -3.9529 0.2830 1.1000
H 2.5635 1.7044 -4.9512
H 5.1803 -0.2212 2.7003
H -7.5205 2.1295 2.5627
H 2.2061 1.1839 -7.8623
C -4.9576 -0.2083 3.6539
C 0.6996 0.0976 2.8816
H -3.5702 0.4614 0.1027
Cl -5.5389 -0.5422 5.2483
C 5.3496 -0.2654 -1.8424
C 5.2176 0.1325 0.5614
C 2.7806 -1.4098 2.8980
N -0.7603 0.1302 2.9373
C 3.5210 0.3763 -6.3492
C 2.8520 0.6538 -5.0156
H 4.8402 1.1547 0.6329
O 6.5111 -0.5910 -2.0562
C 1.5955 -0.2021 -5.1312
H 2.5146 -0.5776 -8.0141
C -1.5688 0.0092 1.8737
O -7.1999 0.0830 2.8132
H -5.7874 0.3675 -0.8123
C 1.2527 -1.3355 2.7989
H -1.1919 0.3366 3.8203
O -1.1343 -0.0899 0.7284
H -2.9410 -0.4669 4.2613
C 4.7561 -0.6585 1.7948
H 3.1171 -1.0427 3.8697
N 4.7272 -0.4608 -0.6828
*
```

=====

Cl2H3NSi | ωB97M-V with the def2-TZVPD basis set

**Frontier orbital gap**: 9.057 eV
**Energy above the lowest of the compared OMol25 structures with the same formula, charge and spin**: 89.4 kcal/mol
**HOMO**: -9.488 eV
**Electronic energy**: -34460.87018 eV

```
! wB97M-V def2-TZVPD RIJCOSX def2/J DEFGRID3
* xyz 0 1
H 1.9141 -1.4989 1.3420
H -1.6925 -1.1469 0.1418
H -1.0461 1.4238 -1.8815
N -1.3016 -0.2629 0.5146
Cl 0.9521 1.9662 0.2455
Si -0.6246 0.7922 -0.5610
Cl 1.7987 -1.2736 0.1987
*
```

=====

C7H14Si | ωB97M-V with the def2-TZVPD basis set

**Frontier orbital gap (spin up / spin down)**: 8.501 / 8.500 eV
**Energy above the lowest of the compared OMol25 structures with the same formula, charge and spin**: 92.1 kcal/mol
**HOMO (spin up / spin down)**: -8.325 / -8.324 eV
**Electronic energy**: -15358.15045 eV

```
! wB97M-V def2-TZVPD RIJCOSX def2/J DEFGRID3
* xyz 0 1
H 0.8854 2.1256 -0.8217
H 1.0723 -1.7719 -1.7552
C 1.9167 -1.2002 -1.4163
H 0.9133 2.1742 0.9768
C -0.6458 -0.4630 -0.0674
C -1.8680 -0.0517 -0.1148
H 2.3391 2.2728 0.1252
H -3.7733 -0.5802 0.6622
C -3.3711 -0.0853 -0.2702
H 2.4260 -0.7954 -2.2193
C -2.6473 1.2322 -0.0458
H -2.8211 1.7955 0.8748
H 2.5098 -1.9658 -1.0733
H 2.8364 -0.4497 1.8773
H -0.5287 -2.4341 -0.5179
Si 1.1661 -0.1183 0.0522
H -2.5221 1.9194 -0.9923
H -3.7506 -0.4573 -1.3113
H 1.1491 -0.2933 2.4719
H 1.5810 -1.8789 1.7799
C 1.3843 1.8289 0.1262
C 1.7486 -0.8036 1.6589
*
```

=====

C5H12NOS | ωB97M-V with the def2-TZVPD basis set

**Frontier orbital gap (spin up / spin down)**: 4.749 / 9.890 eV
**Energy above the lowest of the compared OMol25 structures with the same formula, charge and spin**: 90.9 kcal/mol
**HOMO (spin up / spin down)**: -3.831 / -9.058 eV
**Electronic energy**: -19746.65492 eV

```
! wB97M-V def2-TZVPD RIJCOSX def2/J DEFGRID3
* xyz 0 2
H -1.0238 2.1778 -0.4295
C -1.7258 0.0406 -0.5697
C -0.8495 -0.7828 0.5139
C 0.5806 -1.0860 0.0355
H 1.2051 -1.7551 0.5767
H -0.9608 -0.2012 1.5186
C 3.2260 -0.0809 0.3617
H -1.4474 -1.6789 0.7645
H -1.7949 -0.5253 -1.5613
O -3.3882 1.6624 0.0067
H 0.4399 -1.3865 -1.0956
H 1.0732 1.1446 0.6243
H 3.3012 0.0965 1.4077
H -3.6788 -0.3574 0.4148
H -0.3298 1.3051 -1.7334
N -0.7689 1.2201 -0.7972
H 4.1702 0.3876 -0.1766
H 3.4493 -1.1784 0.4924
S 1.6536 0.4916 -0.3094
C -3.1312 0.5061 -0.0443
*
```

=====

C10H16BeN4STe | ωB97M-V with the def2-TZVPD basis set

**Frontier orbital gap**: 7.669 eV
**HOMO**: -15.387 eV
**Electronic energy**: -35107.57108 eV

```
! wB97M-V def2-TZVPD RIJCOSX def2/J DEFGRID3
* xyz 2 1
H 0.7399 -2.9121 0.6461
H -2.1125 -1.0760 -3.3609
C -2.4611 -1.7990 -2.6279
C 2.0986 -0.2337 -0.6877
H -2.5490 -2.4835 1.4488
H -1.8211 -2.6765 -2.6248
N 1.1847 -1.0386 -0.0820
H 2.9492 -3.8761 0.0752
H -3.4855 -2.0791 -2.8582
N -0.2205 2.4267 -0.0998
H -1.6706 4.2997 0.8843
C 1.6469 1.1662 -0.8213
S -1.1375 0.8795 1.8524
C 3.3483 -0.7038 -1.0374
H 2.4134 3.1542 -0.6631
C -1.0472 2.3403 0.9805
C 2.7355 -2.8430 -0.1590
Te -2.4716 -0.8580 -0.7044
Be -0.2610 -0.1674 0.1515
H 4.0758 -0.0566 -1.5049
N -1.7470 3.3993 1.3342
N 0.4442 1.2773 -0.3827
C -2.7031 -2.6813 0.3905
H -1.9987 -3.4239 0.0268
C 1.4990 -2.3090 0.1648
H 4.6514 -2.4143 -1.0300
H -2.3483 3.3329 2.1412
H 0.0360 3.3098 -0.5195
H 3.5215 2.0093 -1.4170
H -3.7214 -3.0253 0.2331
H 2.1255 2.5991 -2.3114
C 2.4772 2.2867 -1.3240
C 3.6753 -2.0296 -0.7677
*
```

=====

C37H91N9O15 | ωB97M-V with the def2-TZVPD basis set

**Frontier orbital gap**: 8.493 eV
**HOMO**: -8.045 eV
**Electronic energy**: -83962.95763 eV

```
! wB97M-V def2-TZVPD RIJCOSX def2/J DEFGRID3
* xyz 0 1
H 9.8026 0.5615 3.4277
C 1.0227 0.0632 0.0197
H -5.1147 -2.2405 -4.2085
H -2.2343 2.9709 2.8513
O 8.2740 1.1516 2.2808
H 0.2289 -3.9101 -5.9389
C 6.2174 2.0394 0.4994
C 5.5706 2.9004 -0.6518
C -2.4523 -1.1375 2.5029
H -2.4780 0.7150 3.7467
O -1.7888 1.1433 1.9271
H -4.7699 -0.6773 -3.5937
O 1.3788 2.2705 4.3221
H -6.4764 0.6795 -1.4089
H 3.2798 1.5553 0.6599
C -2.1134 -0.1013 -1.3440
C 9.5529 1.4592 2.8621
H 1.2142 -4.0354 1.5101
H 2.1672 -4.7930 2.6399
H 9.3543 2.2324 3.6043
H 2.8989 3.1808 3.2848
O 4.4492 -4.0552 1.4704
H -3.3468 -1.2519 5.4424
C 4.0628 -0.8107 -2.7370
H -1.6991 3.7786 -3.9262
C -0.0363 -3.4877 -1.4150
C -5.8642 3.1541 -0.3169
H -6.5828 -0.0452 -6.2716
C 3.3335 -3.8864 0.9963
C -1.8945 0.1855 2.9936
H 0.1916 -0.0180 5.9093
H -6.0223 -2.5690 0.1886
H -1.9022 2.4750 -2.9090
H -4.6738 2.5738 1.4515
H -0.6189 2.4659 3.1275
C -5.3271 -1.1853 -4.3808
C -4.2665 2.7191 -3.9773
H -0.6328 0.1288 -2.8892
H 4.2020 0.6160 -4.3462
N -0.8177 0.4691 -4.5743
H -1.4620 -1.0336 8.5307
O -5.8740 3.7443 -1.3798
C 2.4455 2.1991 3.4217
H -1.1202 3.0969 1.5464
O -3.0500 2.3311 -4.6356
H 5.6426 2.1644 1.4171
H 1.9709 -0.1956 -0.4516
H -7.4894 -0.1648 -0.2541
H 0.1897 2.3231 -3.9466
N 6.2972 0.6311 0.0031
H -4.3085 1.5095 0.2750
O -0.7245 -2.0551 -6.0020
H 5.6524 3.9834 -0.5596
H -5.3287 -0.0501 -7.5089
N 0.8712 0.4024 6.5270
C -3.0378 -1.0675 6.4713
C -5.6563 -1.7242 0.7720
H -5.1544 2.5566 -4.5883
H 7.2514 2.3454 0.6581
C 0.3978 -0.4156 7.7069
H -0.4552 2.4045 -5.5354
C 0.3057 0.0169 -5.4354
H 1.1800 -5.2325 -1.3336
H 8.6044 -0.8590 2.0186
C 4.8685 0.0160 -3.7267
C -1.4060 2.4473 2.3738
C 0.8214 1.8628 6.6480
H 0.3402 -1.8935 -4.3058
H -0.4952 -5.5578 -1.9605
O -5.4597 -0.5611 -0.0365
H 0.2995 0.4072 -6.4531
H -1.5778 -3.7406 -6.5648
H 6.0416 -0.2370 1.9233
H 2.6873 -2.2342 -2.5662
H -7.7355 3.6124 0.0177
H 5.4193 0.4172 -0.4483
C 3.3173 2.5542 0.2254
H 0.4373 -0.7719 0.4044
C 0.3112 0.7103 -1.1017
H -2.4763 0.9257 -1.3843
N 3.2353 -1.6894 -3.2166
N -6.9725 3.0361 0.3431
H 1.9469 -5.5884 1.0676
H -0.1142 -5.4992 -0.2840
C 8.2049 -0.0170 1.4534
H -1.7378 0.2739 -4.9422
H 6.7011 -1.2897 0.7157
H 6.1127 2.7189 -1.5798
H -6.9070 2.6433 1.2713
H 10.4449 1.6805 2.2761
C 0.3193 -1.5122 -5.3268
H 1.1069 2.0776 7.6778
O -1.1453 -3.0316 -0.9769
H -2.3930 -1.8286 3.3437
N 3.1674 -3.1208 -0.0163
H 5.5988 0.6426 -3.2147
H -6.3513 -1.5615 1.5958
H -4.4614 2.1413 -3.0738
O 0.3951 1.8782 -1.3980
O -3.6832 -1.2231 -6.0890
H -3.9209 -0.0868 1.6735
H -4.5162 -2.9694 1.9899
H -3.6765 3.1461 0.2107
H 3.9032 -2.4668 -0.2420
O -1.6510 -1.0136 6.4703
H 1.9853 1.9384 2.4686
H 3.1080 1.3450 3.5617
H 1.2546 0.2957 -4.9772
O 4.2071 2.6470 -0.8869
H 2.8007 1.9847 5.8062
H -0.9635 -0.0306 3.5176
H 0.7966 -1.4294 7.7410
C 0.1155 -5.0197 -1.2355
H 5.2631 -0.6631 -4.4824
H -6.7120 -1.0617 -1.5790
H 2.4304 -3.2885 -0.6863
C -6.5861 -0.2544 -0.8576
C 2.1239 -4.6335 1.5625
C -0.6471 1.9750 -4.5521
O 0.8771 -2.7897 -1.8904
H -2.7980 -0.6805 -1.9637
H -3.3893 -1.8746 7.1140
H 2.3216 2.8349 -0.1179
H 3.6160 3.1896 1.0592
H 2.0754 3.4786 5.9178
H -3.5296 -0.1371 6.7553
H -4.2372 3.7746 -3.7066
O 4.1485 -0.6845 -1.5185
H -1.7705 -1.4930 1.7304
H 0.7263 0.0462 8.6380
N -3.8574 -0.9673 2.1642
H 3.3476 -1.8053 -4.2136
C -1.1420 -0.3933 7.7087
C -4.7761 -0.7260 -5.7312
H -0.3539 -1.1292 -1.9363
C -1.8653 2.7024 -3.9744
C 1.8300 2.4528 5.6430
H 8.7743 0.2085 0.5517
H -6.3573 -0.8577 -4.2412
C -4.2891 -2.1048 1.3661
H -1.0185 -3.7435 -4.8937
H -3.5706 -2.2834 0.5662
H 1.1853 0.7817 0.8230
H 1.1766 -1.8991 -5.8777
C -4.5828 2.5606 0.3654
C -0.7575 -3.4473 -5.9097
N -0.6888 -0.1764 -1.9280
H -1.9398 -0.5582 -0.3698
C 6.7379 -0.2649 1.0852
H -1.4672 0.6271 7.9116
H -0.2268 2.1585 6.6929
N -5.6106 -0.0967 -6.5401
*
```

=====

C27H25Cl3ErF4N5O2S | ωB97M-V with the def2-TZVPD basis set

**Frontier orbital gap (spin up / spin down)**: 7.392 / 7.407 eV
**HOMO (spin up / spin down)**: -7.619 / -7.633 eV
**Electronic energy**: -126846.12096 eV

```
! wB97M-V def2-TZVPD RIJCOSX def2/J DEFGRID3
* xyz 0 4
C 1.9669 1.9228 0.5339
F 0.4998 1.5291 5.5546
N 1.5811 1.1448 -1.7948
H 3.8548 -4.6729 4.0603
H -1.4826 -3.5721 2.2079
H 3.2245 2.3578 -1.1799
C -3.9686 0.9033 -4.9029
C -2.7924 -1.1319 -4.3928
C -3.0247 -0.2197 1.7130
H 0.6693 0.9021 -3.6748
C 2.6269 0.1124 -1.9718
C -1.3706 2.3772 2.0670
N -4.4391 0.4384 4.8953
C 1.1013 -2.7214 3.9688
C -3.3361 1.5397 -3.8543
H 1.6282 3.1431 -1.1548
H 3.0280 -0.1064 -0.9811
H 1.5141 -1.7320 -1.8901
H 2.4955 2.6871 1.1135
C -2.1964 -0.4740 -3.3350
C 1.1294 1.7020 -3.0922
F -3.3299 2.9213 3.2042
H 0.3443 2.4240 -2.8719
Cl -3.6999 3.1849 -3.4871
H 2.3922 0.9503 0.8108
H 2.7092 3.1758 -3.4067
H 2.0405 -2.8255 0.6060
H 3.0182 -1.8279 -2.8071
N 0.5336 1.9855 0.7501
O -1.7519 1.4801 -2.0662
C 3.0802 -4.0474 3.6405
H 2.9341 1.6829 -4.3408
H 1.6220 -1.0376 -3.5215
S -0.2630 -1.5494 1.8360
C -2.0557 2.5286 3.2448
H 3.8200 -4.2059 1.5660
H -2.5783 -2.1725 -4.5916
C -0.1218 1.8514 4.4118
C 1.0673 -2.5002 2.5265
N -3.5135 -0.4986 2.8195
C -1.2323 -3.0001 1.3152
C -4.0112 0.0467 3.8941
Cl -1.1813 -1.3587 -2.2192
Er -0.7660 0.6629 -0.4657
C -0.0057 2.0116 1.9829
H -2.1359 -2.6378 0.8301
C 0.5852 1.7333 3.2310
C 2.1631 2.2147 -0.9486
O 0.3091 -1.0031 0.5370
C 2.1957 2.3838 -3.9514
C -1.4372 2.2727 4.4577
Cl -4.4321 -1.1970 -6.5350
H 1.6956 2.8365 -4.8080
C 2.1568 -1.1965 -2.5857
H 0.3488 -2.2755 4.6078
H -0.6225 -3.5846 0.6286
C 2.0902 -3.4803 4.4940
C 3.0532 -3.7916 2.2062
F 1.8545 1.2700 3.2803
F -1.9902 2.5604 0.8536
H -1.9782 2.3704 5.3862
C -3.6746 -0.4229 -5.1856
N -2.4979 -0.2279 0.6488
H 2.1277 -3.6526 5.5603
H -4.6972 1.4394 -5.4943
H 3.4474 0.5271 -2.5681
C -2.3931 0.8855 -3.0330
C 2.0718 -3.0363 1.6674
*
```